1.
Computed, not measured: C47H62BrCaClFKN2O15PS2 as an isolated structure in a non-equilibrium geometry, with the ωB97M-V functional and the def2-TZVPD basis.

As for the max |F|: 0.152 Eh/bohr. As for the gap between HOMO and LUMO: 1.32 eV. Its HOMO energy is -0.17051 hartree. The total energy comes out at -234420.208 eV.

Structure (ORCA input):
```
! wB97M-V def2-TZVPD RIJCOSX def2/J DEFGRID3
* xyz -1 1
Br 2.16352 -6.17263 3.62214
Ca -0.15265 -0.35117 2.49015
K 4.10925 0.94302 3.07124
Cl 1.61898 -6.34518 -2.66351
S 0.79334 5.30757 -2.07615
S -3.11986 1.63919 -6.23306
P -0.58303 2.58376 -2.51794
F -1.46602 4.39028 0.79140
O -1.17959 0.26441 -0.64146
O 1.78921 0.96469 3.41820
O -3.16491 0.05956 -6.52464
O -8.60278 2.47944 -0.14088
O -1.65133 3.60736 -2.71702
O -1.76239 2.08631 -6.31953
O -3.62913 -6.55044 3.07911
O 4.28374 -4.62975 0.81135
O -4.15799 2.27303 -6.98942
O -5.27728 -6.46762 4.31827
O -5.11436 -8.17899 2.93115
O 5.11732 -3.51451 0.54514
O 2.29752 -3.81684 -2.48734
O 5.92133 0.98960 3.76173
O -7.27112 -3.28671 -0.80435
N 6.59186 2.77875 1.17200
N -4.87550 -1.80397 0.51542
C -8.59755 -2.78754 -0.64349
C 5.45109 3.69733 0.81125
C 1.74754 -0.59379 1.47752
C 1.38834 6.79604 0.68796
C 1.60229 2.07070 1.11239
C 2.46216 -3.04926 1.31184
C 3.26050 -4.26918 1.75525
C -0.18741 -2.45348 -1.40798
C 2.53982 5.78374 0.31290
C 0.79236 -0.83657 0.29418
C 1.01670 6.14983 3.10999
C -3.06666 -0.37686 -7.88835
C 8.03478 -0.38174 0.84207
C -3.43237 -2.01898 0.89782
C -5.62262 -3.97753 1.64011
C -1.09468 -2.55865 -2.19553
C 1.73690 0.86886 2.10643
C 8.81064 -1.30499 1.61540
C 0.46640 2.78919 -1.00884
C 6.86591 0.21367 3.00381
C 8.63073 -1.48512 3.00086
C 7.64395 -0.71255 3.69540
C 0.40320 6.19251 1.72901
C -0.04313 0.39576 -0.19994
C 1.37852 6.02554 4.25747
C 3.68450 -1.73170 3.10591
C -6.45744 0.20758 0.18004
C -6.39260 -2.44073 -1.51710
C 1.33671 -4.64807 -0.43838
C 7.06861 0.37770 1.50588
C -4.69572 -7.13152 3.41760
C -5.73436 -2.46952 1.57087
C -5.01088 -2.38457 -0.88257
C 1.09593 4.04372 -0.83028
C 2.31891 3.41570 1.27945
C 1.83137 -4.72193 -1.88752
C 2.59335 -1.79852 1.91222
C -5.07766 -0.29011 0.56693
C 6.24037 1.45005 0.62812
C 0.69098 1.78094 -0.02166
C -3.58181 1.57141 -4.53660
C 1.49667 -3.26941 0.19131
C 1.99715 4.36131 0.29048
C 0.72716 -2.15653 -0.28777
C 3.34643 3.75400 2.48357
C -1.66128 -0.23133 -8.44170
C 4.79040 4.24473 2.11601
H -7.27153 -0.39265 0.57977
H 3.74055 -0.74389 3.61965
H -0.04817 5.20596 1.42883
H 4.90041 5.34313 2.10915
H -4.60015 1.19691 -4.46026
H -4.34815 -1.79081 -1.51449
H 8.17404 -0.24699 -0.23157
H 5.44184 3.91171 2.94806
H -0.94049 -0.73177 -7.79387
H -2.88475 0.92363 -4.01072
H -3.20747 -3.08137 0.86648
H 1.88406 7.65438 1.18897
H -2.80320 -1.48858 0.17938
H 5.91619 4.56703 0.30392
H 0.24427 -4.84762 -0.47496
H -3.35078 -1.42903 -7.89406
H -1.16366 1.30212 -2.60794
H -8.84183 -1.99887 -1.35483
H 2.88988 4.55520 3.09366
H -0.43957 6.90407 1.82060
H 2.59022 -5.20577 1.88863
H -3.79199 0.15740 -8.50636
H 1.58286 5.66712 5.25436
H 0.32109 2.68586 -3.61749
H 4.67710 -1.91048 2.63744
H -7.84871 2.86229 -0.60382
H -9.29067 -3.61832 -0.76347
H -5.42606 -2.03981 2.52547
H 6.47495 1.44095 -0.44932
H 4.80706 -3.20794 -0.32296
H -3.51796 2.58420 -4.13575
H -6.81883 -1.45375 -1.67154
H 0.88369 7.20632 -0.19457
H -6.76222 -2.16850 1.40036
H 3.75441 -4.12952 2.72364
H -8.70944 -2.39999 0.37386
H 9.57929 -1.88055 1.09214
H -6.28762 -4.34441 2.42260
H -1.99732 -2.55033 -2.78609
H -6.60211 1.22328 0.55335
H -5.91606 -4.47037 0.71709
H 1.74542 -5.45634 0.18981
H 7.44710 3.13700 0.76308
H 2.88994 6.08034 -0.69360
H -6.26421 -2.87356 -2.51700
H -4.61605 -4.31024 1.89547
H -4.60823 -3.39564 -0.82073
H 7.49378 -0.86268 4.76998
H 5.14121 1.31098 0.78922
H -3.28211 -1.62145 1.90134
H -1.36751 0.81579 -8.50489
H -1.59907 -0.65886 -9.44364
H 3.46195 2.90994 3.20108
H 1.77074 5.14561 -3.01114
H -4.32405 0.15856 -0.08284
H 9.23079 -2.21441 3.55150
H -4.85756 0.00825 1.59331
H 4.76159 3.24879 0.07970
H 3.56102 -2.56856 3.81133
H 5.66733 0.51200 4.61212
H 3.35825 5.96995 1.01853
H -6.56001 0.28905 -0.89862
*
```

2.
Computed, not measured: C47H63IN8NaO4P4S2Se2 as an isolated structure, with the ωB97M-V functional and the def2-TZVPD basis.

As for the max |F|: 0.016 Eh/bohr. As for the gap between HOMO and LUMO: 6.65 eV. Its HOMO energy is -0.18195 hartree. The total energy comes out at -271919.326 eV.

Structure (ORCA input):
```
! wB97M-V def2-TZVPD RIJCOSX def2/J DEFGRID3
* xyz -1 1
I 4.43541 5.30833 -1.33067
Se -4.75594 4.23967 1.79629
Se -1.60018 -1.78435 -1.55495
S 1.73435 -2.90831 -0.97467
S 0.52881 -4.33709 1.83185
P 3.73743 0.65583 1.20575
P -3.07336 -0.48224 -0.78252
P 1.74616 -4.42413 0.27168
P -4.66720 3.45542 -0.16643
Na 0.84990 0.09634 -0.59573
O 2.13743 1.99806 -2.11680
O 2.76226 0.21375 0.18073
O 3.20564 -4.74291 0.88783
O 1.53818 -5.81491 -0.53769
N 5.33007 0.58781 0.73327
N 3.52287 2.24123 1.58334
N -1.01324 2.73403 -0.73217
N 3.64471 -0.30105 2.53868
N 1.30800 4.02925 -1.55764
N -1.24966 1.44519 -0.85431
N -2.12434 3.40020 -0.51799
N -0.25895 -1.28988 1.74415
C -3.52346 -0.95502 0.91742
C -5.94807 0.23867 -3.58424
C 3.07386 -1.66303 2.51166
C -0.40462 -0.14947 1.90599
C -4.53556 4.72388 -1.46744
C -4.69658 4.38761 -2.80897
C 6.97702 -0.59585 -0.47590
C -8.79320 1.51368 -0.67615
C 5.47056 -5.29968 1.11808
C 4.59717 -4.83748 -1.18131
C -4.06293 -1.76239 3.52606
C -4.00852 6.97920 -2.10932
C -4.59498 -0.55957 -1.76147
C 2.25709 3.21448 -2.03412
C 4.27470 -5.40363 0.18850
C -6.60054 -1.73610 -2.38504
C 5.71231 1.43566 -0.41884
C -7.79250 0.83780 0.00365
C -4.17343 6.64426 -3.44468
C -3.88686 -2.71218 2.52593
C -4.81824 0.35141 -2.78726
C -5.48133 -1.61488 -1.57794
C -0.78211 -5.86743 -1.31427
C 5.86832 -0.77818 0.55206
C 4.51951 -0.12064 3.70258
C 4.37879 -1.43626 4.47747
C 2.13274 2.68406 1.83807
C 4.48012 3.05457 2.34675
C 4.02580 -2.45280 3.39144
C -3.95487 -0.41421 3.22592
C 3.60765 3.79034 3.36016
C -3.67929 -0.00964 1.92694
C 0.68447 -5.91745 -1.69977
C -6.84498 -0.79982 -3.38094
C -3.61141 -2.31131 1.22974
C -6.22089 2.58758 -0.51510
C 6.40085 0.48116 -1.39332
C -2.58042 1.24836 -0.71724
C -8.51367 2.73847 -1.26448
C -4.18944 6.02106 -1.12030
C 3.52185 3.84901 -2.59716
C 1.06862 -7.21406 -2.38087
C -6.51679 1.37333 0.08943
C -4.51937 5.34438 -3.79477
C 2.30809 4.00356 2.58341
C -3.14458 2.51935 -0.48881
C -7.23964 3.27623 -1.17883
H 1.47640 5.01408 -1.47410
H 4.25234 3.06662 -2.75964
H -3.93779 -3.76772 2.76080
H -7.72903 -0.88330 -4.00141
H -4.97022 3.37527 -3.08497
H 3.31086 4.36477 -3.53047
H 1.45092 4.23364 3.21486
H 7.88791 -0.23564 0.01058
H -4.06131 0.33406 4.00131
H -9.78944 1.09235 -0.74142
H 0.41608 3.60948 -1.24156
H 3.42110 3.14489 4.22379
H 3.75044 -4.89073 -1.86331
H 4.21794 0.74337 4.30414
H 6.37885 2.23927 -0.09032
H 5.22582 -5.68681 2.10776
H 2.07354 -1.65894 2.94169
H -4.02942 7.39367 -4.21427
H 5.55787 0.04684 3.38689
H 4.82411 1.89213 -0.86022
H 0.91983 -5.07291 -2.35301
H 3.98142 -6.45230 0.08413
H -7.04708 4.24650 -1.61510
H -9.29212 3.28600 -1.78159
H -7.99753 -0.11510 0.47559
H -3.73350 7.98974 -1.83143
H 2.43002 4.82100 1.86690
H -4.26195 -2.07737 4.54359
H 5.25256 2.43625 2.80680
H 3.55523 -1.35639 5.19156
H -4.05916 6.26501 -0.07249
H -1.03672 -4.89963 -0.88406
H 0.49931 -7.33864 -3.30478
H -6.12304 0.95966 -4.37445
H -1.40699 -6.03152 -2.19695
H -4.64715 5.07557 -4.83658
H 4.98101 3.76606 1.68135
H 1.58318 2.80312 0.90515
H -7.29097 -2.55570 -2.22567
H 5.77084 -4.25313 1.21992
H -5.76855 0.84559 0.66428
H -0.03779 -2.29972 1.63769
H -4.10840 1.15223 -2.95773
H 5.09787 -1.45657 0.16120
H -5.30202 -2.34512 -0.79564
H 0.86324 -8.06624 -1.72920
H 6.31560 -5.86343 0.71545
H 2.13232 -7.21232 -2.62685
H 4.90011 -3.79117 -1.11139
H 5.65466 0.04266 -2.06004
H 5.28172 -1.67891 5.03935
H -3.40911 -3.05056 0.46235
H 3.56635 -3.36566 3.76669
H -3.55599 1.04652 1.71879
H 4.06393 4.71458 3.71676
H 7.21330 -1.52661 -0.99258
H 7.15317 0.98040 -2.00427
H -1.00130 -6.64213 -0.57550
H 6.22616 -1.18195 1.50168
H 4.91717 -2.73784 2.82336
H 1.59523 1.95169 2.45000
H 2.99373 -2.02517 1.48838
H 5.42484 -5.42100 -1.59647
*
```